Record 1
19
Properties=species:S:1:pos:R:3:mulliken_charge:R:1 method="wB97M-V/def2-TZVPD" homo_ev=-5.481 lumo_energy_ev=3.08 total_charge=-1 total_energy_ev=-203921.2273
C -2.512 -0.236 1.943 -0.88
C -1.131 -0.657 2.449 0.61
O -0.807 -0.313 3.532 -0.54
O -0.298 -1.439 1.746 -0.35
C -0.214 -1.108 0.328 -0.56
Ga 1.068 0.444 -0.125 0.36
Br 3.034 0.473 1.318 -0.54
C 1.820 0.110 -2.045 -0.60
C 1.329 1.127 -3.018 0.31
O 0.690 0.890 -3.960 -0.47
Br 1.775 3.044 -2.719 -0.27
H -2.761 -0.829 1.053 0.35
H -2.536 0.833 1.722 0.23
H -3.254 -0.495 2.703 0.32
H -1.190 -0.957 -0.155 0.25
H 0.224 -1.996 -0.155 0.33
H 0.315 1.848 -0.183 -0.23
H 2.917 0.140 -2.013 0.36
H 1.531 -0.878 -2.423 0.32


Record 2
300
Properties=species:S:1:pos:R:3:mulliken_charge:R:1 method="wB97M-V/def2-TZVPD" homo_ev=-6.934 lumo_energy_ev=-0.65 total_energy_ev=-191153.2875
C 4.029 8.521 -7.659 -1.31
C 4.686 8.408 -6.314 -0.45
C 3.744 7.873 -5.198 -0.55
C 4.525 7.725 -3.896 -1.29
N 4.025 6.821 -2.795 0.87
C 5.078 6.735 -1.689 0.45
C 6.094 5.664 -2.177 -0.99
C 5.374 4.961 -3.356 -0.34
C 3.939 5.396 -3.233 -0.32
C 2.676 7.310 -2.218 -0.89
C 2.162 6.622 -0.936 0.66
C 0.805 7.294 -0.531 -1.35
H 3.409 7.652 -7.817 0.36
H 4.813 8.654 -8.411 0.36
H 3.412 9.402 -7.684 0.33
H 5.108 9.415 -6.016 0.29
H 5.540 7.716 -6.376 0.40
H 3.289 7.043 -5.655 0.37
H 2.990 8.638 -5.051 0.35
H 4.610 8.744 -3.522 0.47
H 5.545 7.397 -4.040 0.64
H 4.602 6.420 -0.745 -1.21
H 5.511 7.749 -1.554 0.57
H 6.221 4.883 -1.450 0.29
H 7.063 6.162 -2.307 0.37
H 5.563 3.880 -3.294 -0.02
H 5.826 5.289 -4.312 0.42
H 3.460 4.752 -2.424 -0.31
H 3.376 5.367 -4.147 0.80
H 1.940 7.190 -2.995 0.45
H 2.930 8.342 -2.011 0.44
H 2.892 6.781 -0.148 0.09
H 2.073 5.510 -1.056 -0.20
H 0.976 8.401 -0.307 0.32
H 0.267 6.843 0.304 0.41
H 0.116 7.066 -1.388 0.26
C -2.901 -4.444 7.121 -1.84
C -3.394 -3.584 5.992 0.64
C -3.813 -4.557 4.844 -0.69
C -4.145 -3.849 3.531 -0.41
N -4.733 -4.772 2.528 1.22
C -5.206 -3.961 1.341 0.31
C -6.582 -3.507 1.618 -0.45
C -7.063 -4.342 2.860 -1.27
C -6.010 -5.411 2.950 -0.58
C -3.676 -5.888 2.258 0.05
C -3.699 -6.599 0.930 -0.69
C -2.444 -7.519 0.862 -0.77
H -2.366 -3.775 7.827 0.43
H -2.183 -5.179 6.743 0.32
H -3.589 -5.028 7.698 0.42
H -2.708 -2.818 5.693 -0.57
H -4.239 -3.044 6.333 0.61
H -4.654 -5.161 5.285 0.28
H -2.952 -5.217 4.779 0.36
H -3.253 -3.396 3.114 -0.53
H -4.829 -3.028 3.648 0.92
H -5.362 -4.764 0.566 -0.27
H -4.335 -3.376 1.031 0.10
H -7.190 -3.886 0.791 -0.03
H -6.691 -2.416 1.608 0.34
H -8.003 -4.803 2.671 0.66
H -6.880 -3.708 3.703 0.29
H -6.145 -6.110 2.056 0.67
H -5.909 -5.985 3.886 0.53
H -3.795 -6.681 3.006 0.54
H -2.637 -5.494 2.355 -0.61
H -3.475 -5.865 0.197 0.28
H -4.656 -7.071 0.687 0.40
H -2.689 -8.343 0.150 0.46
H -2.170 -7.919 1.891 0.22
H -1.601 -6.934 0.546 -0.16
C -7.288 3.995 -3.476 -1.45
C -6.326 2.984 -4.210 -0.35
C -4.984 3.569 -4.616 -0.31
C -4.043 2.540 -5.171 -0.37
N -2.579 2.955 -5.246 1.11
C -1.946 2.453 -3.934 0.72
C -0.853 3.547 -3.630 -0.49
C -1.629 4.825 -4.020 -0.60
C -2.233 4.387 -5.277 -0.96
C -2.009 2.278 -6.343 -1.77
H -8.290 3.595 -3.349 0.42
H -7.430 4.874 -4.170 0.36
H -6.910 4.238 -2.522 0.26
H -6.838 2.650 -5.088 0.68
H -6.174 2.098 -3.592 -0.10
H -4.562 3.907 -3.669 -0.03
H -5.175 4.442 -5.259 0.44
H -4.496 2.335 -6.144 0.75
H -4.046 1.667 -4.541 -0.12
H -1.670 1.375 -4.105 -0.06
H -2.694 2.673 -3.146 -0.86
H 0.019 3.475 -4.268 -0.12
H -0.587 3.456 -2.579 0.57
H -0.956 5.631 -4.151 0.57
H -2.382 5.115 -3.267 0.25
H -1.625 4.473 -6.173 0.47
H -3.132 4.973 -5.420 0.28
H -2.281 2.819 -7.269 0.38
H -2.300 1.265 -6.447 0.54
H -0.957 2.262 -6.230 0.67
C 5.057 -1.666 2.500 -1.13
C 3.606 -2.029 2.335 0.43
C 2.709 -1.679 3.553 3.20
C 3.155 -2.338 4.866 -2.04
N 2.221 -2.056 5.990 1.47
C 2.330 -0.556 6.381 1.23
C 2.365 -0.506 7.885 -0.57
C 3.154 -1.734 8.205 -0.85
C 2.622 -2.791 7.248 -0.57
C 0.764 -2.334 5.715 -1.14
H 5.639 -1.844 1.585 0.03
H 5.617 -2.209 3.294 0.30
H 5.197 -0.635 2.859 0.20
H 3.529 -3.138 2.265 0.00
H 3.186 -1.580 1.455 -0.67
H 1.732 -2.000 3.308 -0.68
H 2.739 -0.595 3.790 -0.72
H 4.208 -2.081 5.166 0.49
H 3.119 -3.416 4.741 0.49
H 1.508 -0.003 5.927 -1.29
H 3.303 -0.274 5.870 0.12
H 1.324 -0.452 8.199 0.43
H 2.912 0.362 8.301 0.23
H 2.995 -2.024 9.265 0.45
H 4.189 -1.561 7.965 0.31
H 1.751 -3.308 7.554 0.41
H 3.448 -3.522 7.042 0.33
H 0.463 -3.363 5.574 -0.52
H 0.395 -1.745 4.871 -0.36
H 0.358 -1.961 6.645 1.24
C -4.092 0.239 5.707 -1.17
N -2.831 0.840 5.120 0.51
C -1.894 1.368 6.226 -0.66
C -2.111 -0.275 4.421 0.10
C -3.083 1.930 4.068 0.26
C -4.345 1.674 3.312 -1.12
O -4.454 0.423 2.655 -0.26
H -3.657 -0.508 6.364 0.58
H -4.722 -0.266 5.028 0.31
H -4.547 1.002 6.435 0.30
H -1.701 0.587 7.004 0.22
H -2.318 2.298 6.611 0.40
H -0.881 1.545 5.790 0.13
H -1.167 0.080 4.004 -0.24
H -2.671 -0.429 3.536 0.33
H -1.993 -1.195 4.965 -0.44
H -2.179 2.025 3.473 -0.19
H -3.144 2.815 4.604 0.85
H -4.478 2.465 2.587 0.20
H -5.187 1.703 4.000 0.44
H -4.326 0.496 1.624 0.02
C 0.905 -0.985 -0.012 -0.04
N -0.470 -0.490 -0.185 1.32
C -0.727 0.553 0.904 0.31
C -0.665 0.173 -1.537 0.32
C -1.448 -1.578 -0.100 -0.82
C -1.255 -2.671 0.998 1.21
O -1.375 -2.164 2.302 2.35
H 0.951 -1.993 -0.536 -0.17
H 1.105 -1.112 1.031 -0.36
H 1.628 -0.253 -0.278 0.20
H -0.548 0.057 1.845 0.06
H -1.796 0.776 0.782 -0.51
H -0.056 1.386 0.766 0.24
H 0.121 0.948 -1.752 -0.74
H -1.634 0.601 -1.525 -0.03
H -0.534 -0.626 -2.218 -0.11
H -1.421 -2.031 -1.086 0.49
H -2.431 -1.184 0.048 0.07
H -0.272 -3.252 0.925 -0.90
H -1.925 -3.491 0.728 -0.48
H -0.850 -2.847 2.819 -0.73
C 4.412 1.258 -3.700 -0.42
N 3.101 0.663 -3.991 1.78
C 2.728 -0.102 -2.813 0.36
C 2.074 1.615 -4.416 -0.80
C 3.058 -0.207 -5.236 -0.54
C 3.791 -1.546 -5.131 -1.34
O 5.129 -1.356 -4.980 -0.67
H 4.600 2.151 -4.363 0.33
H 5.235 0.567 -3.782 0.20
H 4.301 1.584 -2.667 -0.04
H 3.519 -0.882 -2.674 0.31
H 1.739 -0.513 -2.924 -0.87
H 2.712 0.492 -1.949 0.11
H 1.127 1.103 -4.592 -0.37
H 2.438 1.893 -5.398 0.67
H 2.032 2.465 -3.741 -0.05
H 3.507 0.378 -6.034 0.76
H 2.039 -0.466 -5.478 0.26
H 3.537 -2.030 -6.071 0.59
H 3.375 -2.142 -4.333 0.37
H 5.356 -1.483 -4.007 0.40
C 1.408 2.182 3.995 0.20
O 1.863 2.763 5.283 -0.35
O 0.736 1.081 4.193 -0.21
C 0.831 3.436 3.293 0.15
F -0.395 3.662 3.892 -0.30
F 1.539 4.605 3.426 -0.31
F 0.700 3.233 1.979 0.02
C 3.131 3.343 5.545 0.42
C 3.935 2.706 6.677 -1.49
H 4.812 3.239 6.994 0.52
H 3.251 2.455 7.435 0.26
H 4.393 1.849 6.242 0.27
H 3.025 4.409 5.740 0.42
H 3.791 3.197 4.681 -0.35
H 2.388 1.993 3.496 -0.26
C 0.766 -4.883 3.168 -0.66
O 0.494 -5.452 1.947 -0.09
O 0.088 -3.798 3.479 -0.20
C 0.476 -5.995 4.199 0.42
F 1.301 -7.039 4.096 -0.31
F 0.601 -5.561 5.576 -0.32
F -0.789 -6.516 4.057 -0.18
C 1.594 -5.603 1.030 0.12
C 1.213 -6.544 -0.056 -1.39
H 2.074 -6.841 -0.688 0.40
H 0.822 -7.492 0.314 0.32
H 0.480 -5.998 -0.671 0.09
H 2.353 -6.140 1.611 0.35
H 1.990 -4.636 0.736 0.15
H 1.856 -4.833 3.262 -0.25
C 6.047 -2.022 -1.497 1.05
O 7.343 -1.822 -1.881 -0.50
O 5.296 -2.013 -2.580 -1.01
C 6.069 -3.410 -0.709 0.37
F 7.023 -3.497 0.263 -0.33
F 4.967 -3.396 -0.042 0.00
F 6.119 -4.578 -1.382 -0.32
C 7.693 -0.516 -2.050 0.47
C 8.582 -0.497 -3.334 -1.20
H 9.073 0.434 -3.626 0.34
H 9.364 -1.293 -3.389 0.32
H 7.860 -0.840 -4.057 0.21
H 8.193 -0.257 -1.069 0.31
H 6.784 0.089 -2.292 -0.32
H 5.805 -1.267 -0.741 -0.35
C 3.941 3.349 -0.044 -0.14
O 4.845 4.488 0.329 -0.23
O 3.787 3.270 -1.347 -0.17
C 4.454 2.107 0.729 0.17
F 3.441 1.083 0.578 0.00
F 5.570 1.490 0.402 -0.24
F 4.504 2.445 2.035 -0.20
C 4.611 5.254 1.483 -0.12
C 5.640 5.085 2.612 -1.55
H 5.533 5.966 3.219 0.49
H 5.476 4.154 3.209 0.14
H 6.607 5.009 2.106 0.33
H 3.616 5.116 1.851 0.27
H 4.817 6.331 1.180 0.44
H 2.924 3.677 0.398 -0.09
C -7.643 -6.551 -0.672 -0.60
O -6.600 -5.922 -1.570 0.28
O -7.389 -6.503 0.609 -0.71
C -8.909 -5.879 -1.146 0.71
F -8.828 -4.546 -1.158 -0.23
F -9.334 -6.337 -2.337 -0.27
F -10.004 -6.132 -0.294 -0.32
C -6.430 -6.297 -2.864 -0.48
C -5.170 -5.503 -3.387 -0.65
H -5.474 -4.476 -3.648 0.14
H -4.530 -5.383 -2.484 -0.07
H -4.550 -5.910 -4.203 0.41
H -7.322 -6.128 -3.474 0.31
H -6.283 -7.441 -2.972 0.25
H -7.706 -7.640 -1.026 0.26
C -0.998 -1.318 -4.726 0.25
O -0.737 -2.519 -4.018 -0.43
O -0.334 -0.239 -4.389 0.91
C -0.826 -1.586 -6.334 0.52
F 0.314 -0.970 -6.774 -0.28
F -0.777 -2.856 -6.664 -0.27
F -1.749 -1.004 -7.110 -0.29
C 0.646 -2.921 -3.969 -0.10
C 0.781 -4.087 -3.009 -1.21
H -0.089 -4.171 -2.330 0.09
H 0.833 -5.038 -3.593 0.58
H 1.769 -4.025 -2.486 0.10
H 1.205 -2.052 -3.678 -0.21
H 0.866 -3.258 -4.962 0.70
H -2.101 -1.287 -4.553 -0.75
C -4.776 1.556 -0.444 -0.16
O -4.936 1.108 -1.823 -0.11
O -3.885 0.898 0.242 -0.42
C -4.231 3.021 -0.643 0.28
F -4.223 3.685 0.526 -0.34
F -2.985 3.076 -1.237 -0.09
F -4.971 3.787 -1.460 -0.41
C -5.472 -0.206 -1.861 -0.33
C -5.033 -0.948 -3.134 -0.34
H -5.014 -2.029 -3.075 0.11
H -5.619 -0.799 -4.046 0.48
H -3.983 -0.675 -3.279 -0.37
H -6.576 -0.206 -1.783 0.16
H -5.121 -0.690 -0.973 0.11
H -5.766 1.554 0.021 0.37